Density functional theory data (wB97M-V/def2-TZVPD) for a structure of composition C6H15AsF6NO2Rb in a non-equilibrium geometry.

Each line ends with the Mulliken charge.
Cartesian coordinates (Å):
1 Rb -27.809 12.435 13.071  0.971
2 As -27.351 15.735 15.149  2.007
3 F -28.748 16.534 14.551  -0.478
4 F -28.158 14.185 15.134  -0.529
5 F -25.913 14.914 15.742  -0.478
6 F -26.495 17.239 15.226  -0.500
7 F -27.847 15.937 16.816  -0.504
8 F -26.828 15.531 13.457  -0.579
9 C -22.244 16.373 11.854  -0.771
10 O -22.923 15.159 11.647  -0.272
11 C -23.210 14.375 12.788  -0.541
12 C -24.099 13.212 12.416  -0.801
13 N -25.439 13.634 11.955  0.037
14 C -25.525 13.883 10.490  -0.538
15 C -26.950 14.104 10.059  -0.695
16 O -27.685 12.875 9.964  -0.319
17 C -29.022 13.162 9.609  -0.789
18 H -21.185 16.190 12.069  0.272
19 H -22.617 16.993 12.676  0.348
20 H -22.368 16.908 10.916  0.237
21 H -23.717 14.968 13.565  0.306
22 H -22.247 14.091 13.236  0.437
23 H -24.197 12.596 13.317  0.317
24 H -23.625 12.537 11.695  0.384
25 H -25.468 14.564 12.364  0.033
26 H -25.148 13.021 9.939  0.390
27 H -24.967 14.806 10.317  0.291
28 H -26.926 14.455 9.015  0.404
29 H -27.389 14.943 10.614  0.442
30 H -29.597 12.235 9.587  0.264
31 H -29.120 13.589 8.606  0.304
32 H -29.488 13.840 10.331  0.349

Cartesian forces, eV/Å:
Rb 0.021 0.180 -0.004
As 1.140 1.244 1.608
F -0.294 -0.245 -0.026
F -0.226 -0.343 -0.497
F -0.332 -0.036 -0.733
F -0.066 -0.212 -0.255
F -0.112 -0.102 -0.758
F -0.283 -0.356 0.630
C 0.293 -0.071 0.067
O -0.824 -0.200 -0.191
C 0.747 0.636 0.279
C 0.234 -0.777 -0.012
N 0.780 0.095 -0.200
C -0.158 -0.073 0.958
C 0.536 0.245 -1.704
O -0.248 0.585 1.110
C -0.463 -0.373 -0.106
H 0.060 0.027 -0.165
H -0.402 -0.215 -0.001
H 0.272 0.218 0.064
H -0.111 0.120 -0.139
H -0.173 -0.504 0.053
H -0.119 0.135 0.077
H -0.012 0.276 -0.188
H -0.865 -0.072 0.106
H 0.338 0.167 0.023
H 0.160 -0.259 -0.711
H 0.207 0.295 0.140
H -0.531 -0.597 0.432
H 0.184 -0.084 0.142
H 0.263 0.199 0.043
H -0.013 0.096 -0.041

The molar mass comes out at 407.57 g mol⁻¹. As for the energy relative to the best compared isomer or geometry (same formula, charge and spin): 7.7 kcal per mole. The net charge is 0. The lowest unoccupied orbital energy is -0.0232 Ha. Its total energy is -89852.70326 eV. The frontier orbital gap is 9.14 eV.